Entry 1:
{"formula": "C9H12N2", "method": "the ωB97M-V functional and the def2-TZVPD basis", "homo_energy_ev": -8.095, "homo_lumo_gap_ev": 8.64, "energy_ev": -12497.98350, "symbols": ["C", "C", "C", "C", "C", "C", "C", "C", "C", "H", "H", "H", "H", "H", "H", "H", "H", "H", "H", "H", "H", "N", "N"], "xyz": [[2.541, 1.322, -0.589], [0.590, -0.152, 0.019], [2.667, -1.377, 0.760], [-0.872, -0.164, 0.102], [-1.420, -1.036, -0.741], [-2.981, -1.007, -0.735], [-3.657, -0.076, 0.083], [-2.951, 0.836, 0.718], [-1.497, 0.905, 0.818], [3.465, 0.970, 0.167], [2.306, 2.620, -1.049], [3.018, 0.787, -1.516], [0.557, 1.642, -0.703], [3.348, -1.343, -0.502], [3.098, -0.520, 1.153], [3.056, -2.633, 1.086], [-1.109, -2.039, -1.396], [-3.564, -1.497, -1.164], [-4.536, 0.062, -0.051], [-3.375, 1.439, 1.746], [-1.125, 1.469, 1.566], [1.208, 0.972, -0.399], [1.230, -1.177, 0.625]], "nbo_charge": [-0.403, 0.443, -0.380, -0.106, -0.192, -0.082, -0.252, -0.141, -0.217, 0.232, 0.201, 0.189, 0.395, 0.106, 0.172, 0.225, 0.267, 0.145, 0.184, 0.196, 0.220, -0.633, -0.570]}

Entry 2:
{"formula": "CH6O2Si", "method": "the ωB97M-V functional and the def2-TZVPD basis", "homo_energy_ev": -10.098, "homo_lumo_gap_ev": 11.08, "smiles": "COO[SiH3]", "energy_ev": -13103.55786, "symbols": ["C", "O", "O", "Si", "H", "H", "H", "H", "H", "H"], "xyz": [[-1.586, -0.294, -0.273], [-0.965, -0.002, 0.933], [0.132, 0.870, 0.627], [1.616, 0.199, 0.238], [-2.301, 0.506, -0.619], [-2.087, -1.332, -0.180], [-0.879, -0.211, -1.107], [2.441, 1.297, -0.328], [2.494, -0.172, 1.330], [1.134, -0.860, -0.620]], "nbo_charge": [-0.281, -0.256, -0.625, 1.190, 0.172, 0.203, 0.191, -0.183, -0.205, -0.205]}

Entry 3:
{"formula": "C41H105CdCl2N7O14", "method": "the ωB97M-V functional and the def2-TZVPD basis", "homo_energy_ev": -8.441, "homo_lumo_gap_ev": 8.87, "energy_ev": -112916.03303, "symbols": ["Cd", "Cl", "Cl", "C", "O", "C", "C", "N", "C", "C", "O", "C", "H", "H", "H", "H", "H", "H", "H", "H", "H", "H", "H", "H", "H", "H", "H", "C", "O", "C", "C", "N", "C", "C", "O", "C", "H", "H", "H", "H", "H", "H", "H", "H", "H", "H", "H", "H", "H", "H", "H", "C", "O", "C", "C", "N", "C", "C", "O", "C", "H", "H", "H", "H", "H", "H", "H", "H", "H", "H", "H", "H", "H", "H", "H", "C", "O", "C", "C", "N", "C", "C", "O", "C", "H", "H", "H", "H", "H", "H", "H", "H", "H", "H", "H", "H", "H", "H", "H", "C", "O", "C", "C", "N", "C", "C", "O", "C", "H", "H", "H", "H", "H", "H", "H", "H", "H", "H", "H", "H", "H", "H", "H", "C", "O", "C", "C", "N", "C", "C", "O", "C", "H", "H", "H", "H", "H", "H", "H", "H", "H", "H", "H", "H", "H", "H", "H", "C", "C", "C", "O", "C", "N", "H", "H", "H", "H", "H", "H", "H", "H", "H", "H", "H", "C", "O", "H", "H", "H", "H"], "xyz": [[0.153, -1.141, 0.613], [1.885, -1.645, -0.999], [-1.736, -0.254, 1.869], [-3.032, 3.042, 1.549], [-3.732, 3.461, 0.443], [-3.720, 2.509, -0.610], [-4.480, 3.085, -1.858], [-3.809, 4.335, -2.258], [-4.580, 4.929, -3.328], [-3.775, 6.092, -4.022], [-3.721, 7.170, -3.118], [-3.256, 8.359, -3.648], [-3.151, 3.700, 2.410], [-1.965, 3.030, 1.328], [-3.391, 2.095, 1.954], [-4.331, 1.627, -0.421], [-2.733, 2.168, -0.920], [-5.534, 3.228, -1.617], [-4.529, 2.351, -2.663], [-4.036, 4.833, -1.409], [-5.540, 5.255, -2.927], [-4.782, 4.181, -4.095], [-4.404, 6.391, -4.860], [-2.859, 5.687, -4.454], [-4.042, 8.757, -4.290], [-2.348, 8.265, -4.244], [-3.081, 9.174, -2.947], [-3.759, -5.597, 7.346], [-4.187, -5.190, 6.057], [-3.252, -4.302, 5.464], [-3.894, -3.363, 4.406], [-4.808, -2.393, 5.043], [-5.354, -1.474, 4.086], [-6.440, -0.594, 4.765], [-7.526, -1.410, 5.155], [-8.713, -0.824, 5.524], [-3.586, -4.735, 7.989], [-2.819, -6.142, 7.257], [-4.480, -6.296, 7.769], [-2.392, -4.856, 5.089], [-2.793, -3.586, 6.145], [-4.362, -3.978, 3.637], [-3.155, -2.748, 3.893], [-5.525, -2.962, 5.470], [-5.856, -1.985, 3.265], [-4.633, -0.751, 3.706], [-6.782, 0.198, 4.099], [-6.094, -0.041, 5.638], [-9.513, -1.561, 5.595], [-9.126, -0.132, 4.790], [-8.637, -0.280, 6.466], [0.577, -6.978, 2.414], [0.156, -5.753, 1.839], [-1.236, -5.488, 1.773], [-1.434, -3.952, 1.537], [-0.544, -3.313, 0.546], [-1.044, -3.547, -0.859], [-1.945, -2.366, -1.237], [-1.121, -1.215, -1.072], [-1.583, -0.137, -1.893], [0.384, -7.801, 1.725], [0.187, -7.074, 3.427], [1.662, -6.874, 2.408], [-1.683, -5.830, 2.706], [-1.715, -6.088, 1.000], [-1.236, -3.495, 2.507], [-2.507, -3.784, 1.444], [0.312, -3.838, 0.652], [-1.619, -4.473, -0.875], [-0.238, -3.532, -1.592], [-2.787, -2.232, -0.558], [-2.318, -2.438, -2.258], [-2.661, 0.014, -1.835], [-1.306, -0.341, -2.927], [-1.164, 0.754, -1.427], [5.433, 2.693, 0.731], [4.128, 3.206, 0.728], [4.136, 4.669, 0.601], [2.817, 5.268, 1.073], [2.621, 5.223, 2.537], [1.207, 5.522, 2.892], [0.991, 5.228, 4.402], [0.959, 3.810, 4.645], [-0.175, 3.076, 4.078], [5.264, 1.624, 0.865], [6.099, 3.032, 1.525], [5.941, 2.963, -0.195], [4.200, 4.818, -0.477], [4.945, 5.221, 1.078], [2.006, 4.868, 0.465], [2.878, 6.334, 0.852], [2.838, 4.286, 2.843], [0.415, 5.035, 2.322], [0.969, 6.577, 2.753], [0.023, 5.606, 4.731], [1.752, 5.557, 5.109], [-0.076, 2.030, 4.367], [-0.165, 3.040, 2.989], [-1.137, 3.393, 4.480], [5.837, 4.702, -6.118], [5.538, 3.930, -7.209], [4.680, 4.503, -8.182], [3.251, 4.846, -7.736], [2.571, 3.594, -7.372], [1.393, 3.690, -6.530], [0.914, 2.327, -6.085], [1.803, 1.766, -5.203], [1.228, 0.773, -4.343], [4.944, 4.996, -5.566], [6.467, 5.563, -6.341], [6.392, 4.007, -5.488], [4.721, 3.776, -8.993], [5.088, 5.438, -8.566], [2.659, 5.287, -8.538], [3.289, 5.645, -6.995], [3.154, 2.915, -6.904], [0.564, 4.222, -6.995], [1.688, 4.248, -5.641], [0.758, 1.730, -6.983], [-0.055, 2.545, -5.636], [2.057, 0.317, -3.802], [0.830, -0.045, -4.944], [0.465, 1.201, -3.693], [1.158, 1.913, 0.091], [0.977, 0.804, 0.923], [1.916, 0.901, 2.017], [1.564, -0.236, 2.976], [1.571, -1.492, 2.218], [1.292, -2.599, 3.164], [2.569, -2.930, 3.930], [3.629, -2.959, 2.944], [4.840, -3.679, 3.338], [2.185, 1.910, -0.276], [0.988, 2.845, 0.630], [0.565, 1.809, -0.817], [1.876, 1.874, 2.508], [2.893, 0.765, 1.553], [0.655, -0.016, 3.535], [2.353, -0.240, 3.729], [2.545, -1.703, 2.054], [0.945, -3.506, 2.669], [0.368, -2.463, 3.726], [2.517, -3.938, 4.343], [2.935, -2.192, 4.643], [4.622, -4.666, 3.745], [5.297, -3.018, 4.074], [5.587, -3.744, 2.547], [4.796, -5.363, -0.052], [4.618, -5.053, -1.583], [3.105, -5.197, -1.968], [2.681, -6.485, -1.795], [1.275, -6.716, -2.085], [5.072, -3.723, -1.764], [4.277, -4.640, 0.578], [5.827, -5.627, 0.181], [4.209, -6.271, 0.085], [5.251, -5.781, -2.090], [2.938, -4.850, -2.988], [2.439, -4.577, -1.368], [0.946, -7.736, -1.885], [1.117, -6.584, -3.155], [0.643, -6.041, -1.508], [4.990, -3.548, -2.755], [4.447, -3.012, -1.411], [0.160, -3.565, -4.443], [-0.770, -4.520, -4.941], [-0.384, -2.729, -4.005], [0.805, -4.047, -3.708], [0.785, -3.166, -5.241], [-0.301, -5.169, -5.471]], "lowdin_charge": [1.059, -0.160, -0.153, -0.163, -0.172, -0.206, -0.207, -0.054, -0.212, -0.209, -0.180, -0.139, 0.085, 0.071, 0.046, 0.117, 0.093, 0.112, 0.110, 0.099, 0.119, 0.112, 0.109, 0.119, 0.083, 0.087, 0.086, -0.110, -0.180, -0.229, -0.198, -0.053, -0.209, -0.207, -0.193, -0.145, 0.088, 0.080, 0.088, 0.104, 0.115, 0.111, 0.093, 0.107, 0.119, 0.107, 0.114, 0.120, 0.088, 0.082, 0.086, -0.079, -0.233, -0.187, -0.197, -0.117, -0.174, -0.206, -0.441, -0.081, 0.089, 0.090, 0.088, 0.110, 0.114, 0.073, 0.118, 0.073, 0.119, 0.067, 0.116, 0.126, 0.088, 0.089, 0.059, -0.123, -0.219, -0.182, -0.220, -0.032, -0.197, -0.191, -0.216, -0.078, 0.086, 0.085, 0.087, 0.121, 0.123, 0.102, 0.118, 0.090, 0.096, 0.114, 0.111, 0.123, 0.074, 0.054, 0.089, -0.141, -0.186, -0.211, -0.206, -0.057, -0.224, -0.279, -0.177, -0.077, 0.082, 0.090, 0.094, 0.125, 0.114, 0.116, 0.101, 0.103, 0.118, 0.116, 0.128, 0.118, 0.079, 0.081, 0.074, -0.103, -0.407, -0.168, -0.214, -0.142, -0.180, -0.170, -0.243, -0.059, 0.087, 0.078, 0.078, 0.113, 0.121, 0.083, 0.121, 0.076, 0.081, 0.120, 0.121, 0.118, 0.087, 0.083, 0.082, -0.054, -0.410, -0.254, -0.191, -0.056, 0.029, 0.062, 0.075, 0.059, 0.138, 0.111, 0.082, 0.085, 0.077, 0.070, 0.067, 0.024, -0.151, -0.123, 0.066, 0.048, 0.082, 0.072]}

Calculated max |F|, 16.53; 2.33; 3.46 eV/A (same order as the records).